# 1
Formula: C4H14N2
Source: OMol25
Level of theory: ωB97M-V/def2-TZVPD

Last columns: bonded neighbours and bond lengths (Å).
Geometry (Å):
1 C 1.63012 -1.31977 -1.33863  N2 1.451, H4 1.093, H5 1.116, H6 1.104
2 N 0.57411 -0.32849 -1.24914  C1 1.451, C3 1.439, H7 1.025
3 C 0.30014 0.34929 -2.48869  N2 1.439, H8 1.103, H9 1.076, H10 1.110
4 H 1.55551 -1.97070 -2.21348  C1 1.093
5 H 2.60727 -0.81674 -1.52996  C1 1.116
6 H 1.65990 -1.88101 -0.38789  C1 1.104
7 H 0.13224 -0.32684 -0.32392  N2 1.025
8 H 1.12967 1.04290 -2.70678  C3 1.103
9 H -0.67977 0.79398 -2.50744  C3 1.076
10 H 0.26333 -0.35799 -3.34311  C3 1.110
11 C 0.12168 0.17532 2.42911  N12 1.438, H14 1.110, H15 1.105, H16 1.110
12 N -0.61485 0.34352 1.20550  C11 1.438, C13 1.486, H17 1.014
13 C -2.03934 0.71609 1.40600  N12 1.486, H18 1.088, H19 1.088, H20 1.106
14 H -0.22358 -0.73945 2.95370  C11 1.110
15 H 1.15803 -0.07831 2.14196  C11 1.105
16 H 0.16781 1.03110 3.13438  C11 1.110
17 H -0.12354 1.05802 0.68073  N12 1.014
18 H -2.53802 -0.07343 1.96438  C13 1.088
19 H -2.52185 0.91144 0.45005  C13 1.088
20 H -1.99931 1.65636 1.98694  C13 1.106

As for the multiplicity: 1. The max |F| is 1.8 eV Å⁻¹. For the molar mass, the calculation gives 90.17 g mol⁻¹. For the HOMO-LUMO gap, the calculation gives 8.60 eV. As for the SMILES: CNC.CNC. The value obtained for the total energy is -270.2457 Ha. The relative energy (zero: lowest compared OMol25 entry of this formula, charge and spin) comes out at 131.0 kJ/mol.

***

# 2
Formula: C4H14N2O
Source: OMol25
Level of theory: ωB97M-V/def2-TZVPD

Last columns: bonded neighbours and bond lengths (Å).
Geometry (Å):
1 C 1.44814 -0.53698 -2.86475  N2 1.419, H7 1.087, H8 1.087, H9 1.098
2 N 1.34358 -0.06958 -1.52949  C1 1.419, C3 1.475, H10 1.007
3 C 0.25324 0.87742 -1.22850  N2 1.475, C4 1.522, H11 1.085, H12 1.096
4 C -0.92639 0.07327 -0.70195  C3 1.522, N5 1.455, H13 1.094, H14 1.100
5 N -0.67636 -0.25974 0.69213  C4 1.455, C6 1.469, H15 1.014
6 C -1.80834 -0.90222 1.37251  N5 1.469, H16 1.100, H17 1.090, H18 1.084
7 H 0.44711 -0.73568 -3.23833  C1 1.087
8 H 2.10209 -1.40549 -2.86142  C1 1.087
9 H 1.93304 0.21179 -3.50424  C1 1.098
10 H 2.21732 0.25931 -1.15151  N2 1.007
11 H 0.62490 1.52201 -0.43903  C3 1.085
12 H 0.02032 1.37133 -2.17858  C3 1.096
13 H -1.89066 0.57421 -0.82564  C4 1.094
14 H -0.99649 -0.83160 -1.32274  C4 1.100
15 H 0.05182 -0.96432 0.66581  N5 1.014
16 H -2.61302 -1.21857 0.69171  C6 1.100
17 H -1.43210 -1.73191 1.97011  C6 1.090
18 H -2.31326 -0.21454 2.04145  C6 1.084
19 H 0.40400 0.68995 5.08952  O21 0.964
20 H 0.78592 2.10367 4.77763  O21 0.975
21 O 1.02514 1.18768 4.54529  H19 0.964, H20 0.975

As for the multiplicity: 2. The max |F| is 1.7 eV Å⁻¹. The expectation value of S² is 0.75. The total charge is -1. For the molar mass, the calculation gives 106.17 g mol⁻¹. For the HOMO-LUMO gap (spin up / spin down), the calculation gives 1.91 / 8.73 eV. The value obtained for the total energy is -345.4561 Ha. The relative energy (zero: lowest compared OMol25 entry of this formula, charge and spin) comes out at 119.9 kJ/mol.

***

# 3
Formula: C4H14N2O
Source: OMol25
Level of theory: ωB97M-V/def2-TZVPD

Last columns: bonded neighbours and bond lengths (Å).
Geometry (Å):
1 C -0.60929 1.45657 -0.62078  N2 1.499, H7 1.095, H8 1.090, H9 1.054
2 N -0.84893 0.06549 -0.11611  C1 1.499, C3 1.465, H10 1.002
3 C 0.22228 -0.47302 0.72514  N2 1.465, C4 1.538, H11 1.090, H12 1.092
4 C -0.23173 -1.80165 1.35181  C3 1.538, C5 1.543, H13 1.087, H14 1.097
5 C 0.18008 -3.01610 0.49279  C4 1.543, N6 1.451, H15 1.091, H16 1.098
6 N 1.58024 -3.38697 0.58593  C5 1.451, H17 1.009, H18 1.009
7 H 0.37444 1.78696 -0.27070  C1 1.095
8 H -0.49277 1.44468 -1.70476  C1 1.090
9 H -1.39421 2.03617 -0.22304  C1 1.054
10 H -0.95448 -0.54261 -0.90558  N2 1.002
11 H 0.47116 0.28683 1.46542  C3 1.090
12 H 1.11972 -0.68594 0.14009  C3 1.092
13 H -1.29767 -1.78534 1.56425  C4 1.087
14 H 0.32571 -1.92112 2.28947  C4 1.097
15 H -0.09544 -2.89139 -0.55556  C5 1.091
16 H -0.43099 -3.84490 0.87310  C5 1.098
17 H 2.14740 -2.92390 -0.10866  N6 1.009
18 H 1.98081 -3.20026 1.49286  N6 1.009
19 O -0.78708 6.74940 -2.35817  H20 0.953, H21 0.957
20 H 0.11965 6.53457 -2.15848  O19 0.953
21 H -1.37889 6.11253 -1.95904  O19 0.957

As for the multiplicity: 1. The max |F| is 2.6 eV Å⁻¹. For the molar mass, the calculation gives 106.17 g mol⁻¹. For the HOMO-LUMO gap, the calculation gives 9.45 eV. As for the SMILES: CNCCCN.O. The value obtained for the total energy is -345.5146 Ha. The relative energy (zero: lowest compared OMol25 entry of this formula, charge and spin) comes out at 161.7 kJ/mol.

***

# 4
Formula: C4H14N2O
Source: OMol25
Level of theory: ωB97M-V/def2-TZVPD

Last columns: bonded neighbours and bond lengths (Å).
Geometry (Å):
1 C 0.06004 2.38970 2.02623  N2 1.473, H7 1.155, H8 1.074, H9 1.115
2 N 0.09972 1.47133 0.87579  C1 1.473, C3 1.423, H10 0.943
3 C -0.97018 0.59003 0.55358  N2 1.423, C4 1.456, H11 1.091, H12 1.078
4 C -1.36140 0.44045 -0.84074  C3 1.456, C5 1.485, H13 1.173, H14 1.097
5 C -0.38630 -0.02563 -1.85930  C4 1.485, N6 1.499, H15 1.064, H16 1.115
6 N -0.04230 -1.48330 -1.80552  C5 1.499, H17 1.021, H18 0.980
7 H -0.86725 3.06089 1.87071  C1 1.155
8 H -0.08471 1.82897 2.93124  C1 1.074
9 H 0.91118 3.09832 1.90144  C1 1.115
10 H 0.23064 2.02994 0.12752  N2 0.943
11 H -1.76182 1.15548 1.04712  C3 1.091
12 H -1.06849 -0.37416 1.02465  C3 1.078
13 H -1.65853 1.54079 -1.12004  C4 1.173
14 H -2.26172 -0.15040 -1.04841  C4 1.097
15 H 0.51562 0.48041 -1.60764  C5 1.064
16 H -0.54327 0.23317 -2.93268  C5 1.115
17 H -0.70172 -2.04605 -1.26548  N6 1.021
18 H -0.22365 -1.85460 -2.69381  N6 0.980
19 O 2.43330 -2.91271 0.92057  H20 0.934, H21 0.982
20 H 1.95946 -3.11482 0.14169  O19 0.934
21 H 1.63296 -2.86983 1.48867  O19 0.982

As for the multiplicity: 1. The max |F| is 4.7 eV Å⁻¹. For the molar mass, the calculation gives 106.17 g mol⁻¹. For the HOMO-LUMO gap, the calculation gives 9.24 eV. As for the SMILES: CNCCCN.O. The value obtained for the total energy is -345.4680 Ha. The relative energy (zero: lowest compared OMol25 entry of this formula, charge and spin) comes out at 284.0 kJ/mol.

***

# 5
Formula: C4H14N2O
Source: OMol25
Level of theory: ωB97M-V/def2-TZVPD

Last columns: bonded neighbours and bond lengths (Å).
Geometry (Å):
1 N 0.18011 1.56211 -1.59974  C2 1.457, H5 1.016, H6 1.013
2 C 0.87678 0.44458 -2.22331  N1 1.457, C3 1.517, H7 1.100, H8 1.090
3 C -0.09237 -0.68777 -2.50691  C2 1.517, N4 1.465, H9 1.095, H10 1.093
4 N -0.48933 -1.35719 -1.26619  C3 1.465, H11 1.015, H12 1.014
5 H -0.34560 1.22583 -0.79834  N1 1.016
6 H 0.84846 2.23482 -1.24437  N1 1.013
7 H 1.70567 0.04827 -1.61918  C2 1.100
8 H 1.31280 0.77220 -3.16658  C2 1.090
9 H 0.35166 -1.39168 -3.21785  C3 1.095
10 H -0.98304 -0.25126 -2.96622  C3 1.093
11 H -1.33305 -1.90678 -1.39158  N4 1.015
12 H 0.22351 -2.01965 -0.98090  N4 1.014
13 C -0.38014 -0.11572 3.48403  C14 1.522, H16 1.091, H17 1.089, H18 1.089
14 C 0.00777 0.55230 2.17238  C13 1.522, O15 1.415, H19 1.093, H20 1.094
15 O -0.93067 0.25338 1.15703  C14 1.415, H21 0.970
16 H 0.25775 0.20999 4.30762  C13 1.091
17 H -0.27020 -1.19587 3.40111  C13 1.089
18 H -1.40304 0.15883 3.73792  C13 1.089
19 H 0.02687 1.63848 2.28914  C14 1.093
20 H 1.01595 0.24879 1.87424  C14 1.094
21 H -0.57988 -0.42367 0.55768  O15 0.970

As for the multiplicity: 1. The max |F| is 0.4 eV Å⁻¹. For the molar mass, the calculation gives 106.17 g mol⁻¹. For the HOMO-LUMO gap, the calculation gives 10.00 eV. As for the SMILES: NCCN.CCO. The value obtained for the total energy is -345.5360 Ha. The relative energy (zero: lowest compared OMol25 entry of this formula, charge and spin) comes out at 105.4 kJ/mol.

***

# 6
Formula: C4H14N2O
Source: OMol25
Level of theory: ωB97M-V/def2-TZVPD

Last columns: bonded neighbours and bond lengths (Å).
Geometry (Å):
1 C 2.42354 -0.45124 -0.66859  C2 1.511, H7 1.089, H8 1.091, H9 1.092
2 C 1.34708 -0.46193 0.39206  C1 1.511, N3 1.444, C4 1.569, H10 1.097
3 N 1.32109 -1.73888 1.06587  C2 1.444, H11 1.008, H12 1.004
4 C -0.03014 -0.15246 -0.29405  C2 1.569, C5 1.528, H13 1.089, H14 1.089
5 C -1.27077 -0.32794 0.58025  C4 1.528, N6 1.472, H15 1.085, H16 1.097
6 N -1.63437 0.97427 1.16195  C5 1.472, H17 1.015, H18 1.017
7 H 2.56638 0.50406 -1.17098  C1 1.089
8 H 2.18416 -1.18862 -1.43574  C1 1.091
9 H 3.37551 -0.75171 -0.22485  C1 1.092
10 H 1.43499 0.36039 1.11249  C2 1.097
11 H 2.10265 -1.85265 1.69199  N3 1.008
12 H 0.45547 -1.89895 1.54907  N3 1.004
13 H 0.03521 0.85776 -0.69613  C4 1.089
14 H 0.00613 -0.88421 -1.10032  C4 1.089
15 H -1.15323 -1.05898 1.37336  C5 1.085
16 H -2.05878 -0.69797 -0.08674  C5 1.097
17 H -1.90103 0.92342 2.14044  N6 1.015
18 H -0.77009 1.50763 1.20959  N6 1.017
19 O -1.76240 1.81064 -2.05953  H20 0.961, H21 0.966
20 H -2.60547 1.93362 -2.50386  O19 0.961
21 H -1.94268 1.31733 -1.24865  O19 0.966

As for the multiplicity: 1. The max |F| is 2.1 eV Å⁻¹. For the molar mass, the calculation gives 106.17 g mol⁻¹. For the HOMO-LUMO gap, the calculation gives 10.12 eV. As for the SMILES: C[C@H](N)CCN.O. The value obtained for the total energy is -345.5345 Ha. The relative energy (zero: lowest compared OMol25 entry of this formula, charge and spin) comes out at 109.4 kJ/mol.